Record 1
The following is a DFT calculation (ωB97M-V/def2-TZVPD) of 6 unconnected molecules or ions with the total composition C27H71N7O9.

Each line ends with the Löwdin charge.
Positions of all 114 atoms, in Å:
C: -5.013 -0.054 2.798  -0.11
O: -3.968 0.674 3.410  -0.19
C: -3.119 1.226 2.423  -0.23
C: -1.844 1.755 3.080  -0.42
C: -2.069 2.762 4.224  -0.06
N: -1.007 2.443 2.082  0.04
H: -4.539 -0.942 2.362  0.09
H: -5.570 0.596 2.118  0.09
H: -5.702 -0.479 3.529  0.08
H: -2.859 0.445 1.696  0.11
H: -3.629 1.914 1.735  0.12
H: -1.300 0.885 3.463  0.13
H: -1.143 3.055 4.720  0.07
H: -2.743 2.368 4.983  0.07
H: -2.445 3.664 3.738  0.08
H: -0.166 2.719 2.591  0.06
H: -0.527 1.813 1.420  0.03
C: 3.905 2.494 0.757  -0.11
O: 4.226 2.055 2.063  -0.18
C: 3.530 2.756 3.065  -0.23
C: 3.813 2.109 4.427  -0.44
C: 3.319 0.654 4.555  -0.05
N: 3.172 3.040 5.372  0.03
H: 4.080 1.771 -0.037  0.08
H: 4.535 3.362 0.531  0.08
H: 2.870 2.827 0.646  0.07
H: 3.839 3.810 3.051  0.12
H: 2.442 2.798 2.925  0.12
H: 4.907 2.020 4.389  0.13
H: 3.837 0.104 3.768  0.07
H: 2.237 0.600 4.447  0.07
H: 3.653 0.188 5.482  0.07
H: 3.345 2.651 6.298  0.07
H: 3.676 3.921 5.393  0.07
C: -4.122 -3.351 -3.168  -0.11
O: -3.185 -2.739 -2.289  -0.19
C: -1.913 -2.621 -2.918  -0.22
C: -1.913 -1.539 -4.033  -0.17
N: -0.565 -0.998 -4.267  -0.06
C: 0.508 -1.950 -4.564  -0.20
C: 1.803 -1.209 -4.539  -0.21
O: 2.142 -0.901 -3.191  -0.24
C: 3.516 -0.685 -2.953  -0.09
H: -4.972 -3.670 -2.563  0.09
H: -3.711 -4.173 -3.753  0.09
H: -4.614 -2.645 -3.847  0.08
H: -1.565 -3.558 -3.370  0.11
H: -1.163 -2.449 -2.145  0.11
H: -2.463 -0.664 -3.685  0.10
H: -2.382 -1.973 -4.916  0.11
H: -0.369 -0.352 -3.516  0.06
H: 0.287 -2.398 -5.539  0.13
H: 0.400 -2.828 -3.918  0.11
H: 1.790 -0.305 -5.154  0.13
H: 2.623 -1.825 -4.929  0.12
H: 3.801 -0.798 -1.907  0.09
H: 3.730 0.346 -3.253  0.09
H: 4.144 -1.401 -3.491  0.09
C: 1.750 3.727 -4.946  -0.12
O: 0.356 3.596 -5.038  -0.18
C: -0.267 4.591 -4.258  -0.25
C: -1.789 4.599 -4.387  -0.17
N: -2.491 3.617 -3.555  -0.09
C: -3.919 3.756 -3.395  -0.21
C: -4.404 2.831 -2.326  -0.24
O: -4.126 1.507 -2.717  -0.17
C: -4.123 0.565 -1.675  -0.10
H: 2.058 4.776 -5.034  0.09
H: 2.344 3.100 -5.606  0.09
H: 2.078 3.470 -3.925  0.08
H: 0.042 5.585 -4.605  0.12
H: 0.009 4.614 -3.197  0.12
H: -2.003 4.415 -5.447  0.12
H: -2.150 5.605 -4.181  0.12
H: -2.242 2.641 -3.669  0.12
H: -4.510 3.665 -4.318  0.12
H: -4.116 4.793 -3.099  0.12
H: -5.489 2.983 -2.232  0.13
H: -4.025 3.122 -1.341  0.12
H: -3.512 0.858 -0.816  0.07
H: -3.678 -0.394 -1.931  0.06
H: -5.121 0.428 -1.248  0.09
C: 0.839 -1.617 0.039  -0.11
O: 0.667 -2.818 0.791  -0.16
C: 1.432 -2.745 1.984  -0.23
C: 1.062 -3.657 3.141  -0.22
N: 1.753 -4.937 3.095  -0.06
C: 1.206 -5.844 4.098  -0.23
C: 2.097 -7.042 4.283  -0.21
O: 3.199 -6.545 5.045  -0.22
C: 4.044 -7.553 5.554  -0.12
H: -0.114 -1.084 0.148  0.08
H: 0.952 -1.723 -1.041  0.06
H: 1.579 -0.904 0.401  0.08
H: 1.451 -1.742 2.421  0.11
H: 2.464 -3.017 1.728  0.12
H: -0.021 -3.786 3.214  0.13
H: 1.342 -3.143 4.074  0.12
H: 2.747 -4.800 3.212  0.11
H: 0.149 -6.060 3.923  0.12
H: 1.140 -5.341 5.076  0.12
H: 2.487 -7.385 3.320  0.13
H: 1.617 -7.802 4.910  0.12
H: 4.508 -8.140 4.755  0.09
H: 3.497 -8.266 6.182  0.08
H: 4.782 -7.045 6.170  0.09
N: 0.409 1.462 -2.418  0.18
C: 0.028 1.943 -1.210  -0.63
N: -0.804 3.008 -1.283  0.18
O: 0.585 1.542 -0.169  -0.02
H: 0.329 2.080 -3.206  0.08
H: 0.884 0.573 -2.337  0.08
H: -1.168 3.396 -0.424  0.09
H: -1.363 3.222 -2.126  0.05

SMILES: COC[C@H](C)N.COC[C@H](C)N.COCCNCCOC.COCCNCCOC.COCCNCCOC.NC(N)=O
orbital gap: 9.0255 eV
ΔE to the lowest compared entry with this formula, charge and spin: 0.000 eV
total charge: 0
LUMO level: 0.0251 hartree

=====

Record 2
The following is a DFT calculation (ωB97M-V/def2-TZVPD) of a molecular structure, C48H48BBiN10PS.

Each line ends with the Löwdin charge.
Positions of all 110 atoms, in Å:
Bi: -0.780 1.070 -0.502  1.59
C: -0.653 1.745 -3.893  -0.02
C: -1.421 2.834 -3.212  -0.31
C: -2.125 3.767 -4.001  0.00
C: -2.884 4.722 -3.397  0.03
C: -2.901 4.829 -1.990  -0.15
C: -3.634 5.841 -1.330  -0.03
C: -3.572 5.936 0.029  -0.06
C: -2.760 5.054 0.764  -0.10
C: -2.025 4.059 0.163  -0.62
S: -0.914 3.097 1.132  0.52
C: -2.133 3.911 -1.248  -0.24
N: -1.460 2.892 -1.889  -0.03
H: -0.477 2.011 -4.933  0.09
H: -1.215 0.811 -3.859  0.06
H: 0.306 1.573 -3.409  0.04
H: -2.071 3.685 -5.077  0.12
H: -3.466 5.420 -3.984  0.13
H: -4.229 6.527 -1.918  0.12
H: -4.129 6.701 0.553  0.11
H: -2.694 5.167 1.838  0.11
C: -3.925 -3.711 2.176  -0.10
N: -2.955 -3.646 0.991  -0.05
C: -1.725 -4.493 1.307  -0.11
N: -1.129 -4.085 2.529  -0.14
C: -2.105 -4.143 3.616  -0.16
N: -3.272 -3.303 3.370  -0.14
C: -2.946 -1.870 3.387  -0.29
P: -1.699 -1.386 2.103  1.04
C: -2.579 -2.226 0.703  -0.29
C: -0.498 -2.759 2.437  -0.31
H: -4.245 -4.751 2.246  0.14
H: -4.768 -3.064 1.927  0.14
H: -3.419 -4.018 0.159  0.18
H: -1.042 -4.372 0.465  0.14
H: -2.074 -5.525 1.370  0.14
H: -1.625 -3.822 4.539  0.14
H: -2.436 -5.177 3.734  0.14
H: -2.568 -1.613 4.378  0.10
H: -3.853 -1.284 3.225  0.06
H: -1.978 -2.210 -0.206  0.06
H: -3.509 -1.710 0.480  0.05
H: 0.013 -2.555 3.380  0.10
H: 0.272 -2.775 1.662  0.08
N: 2.007 1.346 -1.549  0.15
C: 2.705 1.263 -2.459  -0.14
C: 3.536 1.137 -3.621  -0.22
C: 3.450 -0.028 -4.380  -0.01
C: 4.237 -0.149 -5.513  -0.06
C: 5.094 0.882 -5.877  -0.06
C: 5.172 2.040 -5.115  -0.06
C: 4.392 2.177 -3.980  -0.02
H: 2.770 -0.817 -4.085  0.10
H: 4.181 -1.047 -6.112  0.11
H: 5.706 0.782 -6.763  0.11
H: 5.841 2.838 -5.406  0.11
H: 4.441 3.072 -3.377  0.12
N: 5.810 0.347 4.001  0.17
C: 6.581 0.672 5.101  -0.19
C: 7.915 0.436 5.415  -0.02
C: 8.349 0.905 6.637  -0.09
C: 7.488 1.585 7.518  -0.09
C: 6.168 1.813 7.197  -0.01
C: 5.710 1.344 5.965  -0.22
N: 4.447 1.426 5.403  0.18
C: 4.551 0.831 4.248  -0.28
C: 3.428 0.677 3.315  -0.12
C: 2.179 1.178 3.674  0.01
C: 1.120 1.013 2.805  -0.18
N: 1.222 0.396 1.624  -0.03
C: 2.421 -0.066 1.278  -0.16
C: 3.543 0.043 2.082  0.00
H: 6.123 -0.125 3.174  0.15
H: 8.584 -0.084 4.742  0.11
H: 9.379 0.746 6.929  0.10
H: 7.878 1.935 8.464  0.10
H: 5.501 2.338 7.867  0.11
H: 2.056 1.686 4.619  0.12
H: 0.136 1.386 3.068  0.07
H: 2.495 -0.541 0.306  0.08
H: 4.481 -0.360 1.727  0.11
B: -5.377 0.054 1.134  -0.39
C: -3.991 0.550 0.560  -0.20
N: -2.986 0.900 0.113  -0.03
H: -5.606 -1.004 0.576  0.02
H: -6.195 0.897 0.885  0.02
H: -5.214 -0.083 2.331  0.01
C: 1.649 -3.086 -3.115  -0.12
C: 1.546 -2.591 -1.825  -0.10
C: 0.455 -1.814 -1.453  -0.12
C: -0.559 -1.475 -2.367  -0.38
C: -0.431 -1.989 -3.671  -0.04
C: 0.644 -2.778 -4.030  -0.09
N: -1.603 -0.636 -1.990  -0.18
C: -2.889 -0.947 -2.440  -0.34
C: -3.808 0.069 -2.716  -0.05
C: -5.118 -0.224 -3.058  -0.07
C: -5.548 -1.539 -3.160  -0.09
C: -4.643 -2.561 -2.910  -0.09
C: -3.336 -2.274 -2.548  -0.07
H: 2.484 -3.710 -3.403  0.10
H: 2.305 -2.830 -1.090  0.10
H: 0.386 -1.491 -0.417  0.03
H: -1.198 -1.759 -4.401  0.12
H: 0.703 -3.159 -5.042  0.11
H: -3.495 1.103 -2.631  0.09
H: -5.811 0.587 -3.242  0.11
H: -6.570 -1.763 -3.432  0.10
H: -4.957 -3.594 -3.004  0.10
H: -2.633 -3.085 -2.386  0.11

orbital gap: 6.8457 eV
ΔE to the lowest compared entry with this formula, charge and spin: 0.580 eV
total charge: +1
LUMO level: -0.0919 hartree